Run i
{"formula": "C3H6N2O3", "method": "the ωB97M-V functional and the def2-TZVPD basis", "elements": ["C", "C", "C", "N", "N", "O", "O", "O", "H", "H", "H", "H", "H", "H"], "coordinates": [[-0.4335, -0.2003, -0.5763], [0.5744, -0.5825, 0.6019], [-0.6878, 1.2631, -0.5156], [1.9332, -0.4580, 0.1556], [2.4408, 0.7335, 0.0175], [2.5230, -1.4576, -0.2615], [3.5914, 1.0260, -0.2865], [-0.4441, 1.9938, 0.3876], [0.1949, -0.5771, -1.3129], [-1.4357, -0.5611, -0.4581], [0.3855, -0.1075, 1.4978], [0.3513, -1.5817, 0.7340], [-1.2744, 1.6319, -1.4456], [2.0066, 1.4114, 0.7339]], "charge": 0, "orbital_gap_ha": [0.332, 0.327], "lumo_energy_ev": [0.29, 0.26], "homo_energy_ev": [-8.74, -8.63]}


Run ii
{"formula": "C3H6N2O3", "method": "the ωB97M-V functional and the def2-TZVPD basis", "elements": ["C", "C", "C", "H", "H", "H", "H", "H", "H", "N", "N", "O", "O", "O"], "coordinates": [[-0.8047, 1.3033, -0.0409], [-1.4689, -1.0199, -0.0524], [1.5968, -0.6941, -0.2014], [-1.0928, 2.1779, 0.3868], [-0.3784, 1.2818, -1.1181], [-1.0897, -1.3689, -1.1683], [-2.4714, -1.3879, 0.1345], [2.7840, -0.8325, -0.2760], [2.5066, 1.1803, 0.9252], [0.6807, -1.5846, -0.0064], [1.5430, 0.6625, -0.1085], [-1.8335, 0.3287, -0.0361], [-0.3816, -1.0846, 0.9536], [0.4099, 1.0379, 0.6081]], "charge": 0, "orbital_gap_ha": 0.318, "lumo_energy_ev": -0.63, "homo_energy_ev": -9.28}


Relative energies, kcal/mol: run i 0.0; run ii 78.6.


Run i
{"formula": "C3H6N2O3", "method": "the ωB97M-V functional and the def2-TZVPD basis", "elements": ["N", "N", "C", "C", "C", "O", "O", "O", "H", "H", "H", "H", "H", "H"], "coordinates": [[-1.1711, 1.6951, 0.1454], [-2.1480, 0.6422, -0.0455], [1.5562, -0.1316, -0.0648], [0.1593, -0.2864, -0.6552], [-0.8156, 0.3309, 0.3491], [1.8416, -1.1450, 0.7669], [-0.1675, -1.6166, -0.9462], [2.2993, 0.7863, -0.2586], [2.7269, -1.0317, 1.1478], [0.0185, -2.1621, -0.1714], [-1.3783, 2.1981, 1.0076], [-2.3064, 0.5062, -1.0441], [0.1050, 0.2754, -1.5930], [-0.7199, -0.0607, 1.3619]], "charge": 0, "smiles": "O=C(O)[C@@H](O)C1NN1", "orbital_gap_ha": 0.382, "lumo_energy_ev": 0.48, "homo_energy_ev": -9.90}


Run ii
{"formula": "C3H6N2O3", "method": "the ωB97M-V functional and the def2-TZVPD basis", "elements": ["C", "C", "C", "H", "H", "H", "H", "H", "H", "N", "N", "O", "O", "O"], "coordinates": [[-1.1621, -1.5924, -1.1710], [-0.4159, 0.1709, 0.1038], [0.4206, 1.3921, 1.9066], [-1.7499, -1.0805, -2.1368], [-1.9479, -2.4200, -0.6863], [0.0556, -1.8962, -1.3769], [0.9372, -0.6236, -1.2056], [2.1976, 1.1173, 0.2224], [-0.1144, 2.0525, 2.7384], [-1.4751, -0.5422, -0.1538], [0.7666, 0.0897, -0.4013], [1.5232, 1.2045, -0.5769], [-0.6820, 0.9948, 1.1985], [1.6465, 1.1332, 1.5391]], "charge": 0, "smiles": "C/N=C(\\NO)OC=O", "orbital_gap_ha": 0.329, "lumo_energy_ev": 0.33, "homo_energy_ev": -8.62}


Run iii
{"formula": "C3H6N2O3", "method": "the ωB97M-V functional and the def2-TZVPD basis", "elements": ["C", "C", "C", "H", "H", "H", "H", "H", "H", "N", "N", "O", "O", "O"], "coordinates": [[2.7889, -0.1511, 0.2890], [-0.0392, 0.7783, -0.1984], [-1.4916, 0.9624, 0.2884], [3.6063, -0.7932, -0.1875], [2.3608, 1.0278, -0.0221], [2.8835, -0.3213, 1.5661], [-0.1467, -1.4031, 0.1808], [-1.8905, 2.0072, 0.3918], [-3.1222, -1.5498, -0.4368], [0.4642, -0.4862, -0.0382], [-2.4198, 0.1002, 0.0956], [1.6288, -1.2183, -0.2449], [0.7495, 1.7170, -0.2804], [-2.0721, -1.2241, 0.0043]], "charge": 0, "smiles": "CONC(=O)/C=N\\O", "orbital_gap_ha": 0.343, "lumo_energy_ev": 0.22, "homo_energy_ev": -9.11}


Relative energies, kcal/mol: run i 0.0; run ii 99.9; run iii 142.9.


Run i
{"formula": "C3H6N2O3", "method": "the ωB97M-V functional and the def2-TZVPD basis", "elements": ["N", "N", "C", "C", "C", "O", "O", "O", "H", "H", "H", "H", "H", "H"], "coordinates": [[0.0013, -0.6353, 1.2316], [0.2608, -1.4790, 0.0721], [-1.0502, 0.4564, 0.1314], [1.4323, 0.4130, -0.9217], [0.2551, -0.4325, -0.9539], [-0.7101, 1.7290, 0.4144], [2.1568, 0.5454, 0.0617], [-2.1806, 0.0730, -0.0387], [-1.5019, 2.2840, 0.3353], [0.9014, -0.1318, 1.3620], [-0.3391, -1.1873, 2.0201], [-0.5897, -2.0283, -0.0447], [1.4908, 1.1411, -1.7503], [-0.1269, -0.7477, -1.9193]], "charge": 0, "orbital_gap_ha": 0.348, "lumo_energy_ev": 0.45, "homo_energy_ev": -9.03}


Run ii
{"formula": "C3H6N2O3", "method": "the ωB97M-V functional and the def2-TZVPD basis", "elements": ["C", "C", "C", "N", "N", "O", "O", "O", "H", "H", "H", "H", "H", "H"], "coordinates": [[-1.9995, 0.4902, -0.1747], [-1.6171, -1.6551, 0.6969], [1.3115, 1.7975, -0.7256], [-2.5030, 1.0900, -1.0288], [1.6304, 0.6165, -0.3785], [1.2344, -0.4792, -0.7168], [2.6793, 0.5297, 0.5559], [-1.7150, -0.2397, 0.8476], [-0.7914, -2.0135, 1.4142], [-1.1342, -2.0424, -0.2667], [-2.5680, -2.0429, 0.7956], [2.1182, 2.4366, -0.3307], [0.4740, 1.9418, -1.4041], [2.8804, -0.4298, 0.7155]], "charge": 0, "smiles": "C=[N+]([O-])O.COC#N", "orbital_gap_ha": 0.373, "lumo_energy_ev": 0.59, "homo_energy_ev": -9.56}


Relative energies, kcal/mol: run i 0.0; run ii 62.0.


Run i
{"formula": "C5H7NS", "method": "the ωB97M-V functional and the def2-TZVPD basis", "elements": ["C", "C", "C", "C", "C", "N", "S", "H", "H", "H", "H", "H", "H", "H"], "coordinates": [[0.4234, -0.4602, -1.6247], [0.2027, 0.8826, -1.2132], [0.9901, -1.3160, -0.6762], [0.3037, 1.3576, 0.0372], [-1.1221, -0.0913, 1.6965], [1.1419, -1.0323, 0.5982], [0.5999, 0.4144, 1.3445], [0.5009, -0.7698, -2.7123], [0.0340, 1.6539, -1.9189], [1.1186, -2.3757, -0.9342], [0.0965, 2.4031, 0.2277], [-1.4037, 0.1159, 2.7470], [-1.1508, -1.2497, 1.3935], [-1.7349, 0.4676, 1.0350]], "charge": 0, "orbital_gap_ha": 0.292, "lumo_energy_ev": 0.66, "homo_energy_ev": -7.29}


Run ii
{"formula": "C5H7NS", "method": "the ωB97M-V functional and the def2-TZVPD basis", "elements": ["C", "C", "C", "C", "C", "H", "H", "H", "H", "H", "H", "H", "N", "S"], "coordinates": [[-0.0018, 1.5173, 1.3613], [-0.4649, 0.5602, -1.0268], [0.1618, -0.9597, 0.6446], [0.0266, -1.9124, -0.4162], [0.2542, -2.6728, -1.4245], [-1.3136, 1.9206, 1.8454], [0.9335, 1.1481, 2.2455], [0.3692, 2.5789, 0.7754], [-0.4828, -0.3281, -1.6470], [0.5396, 1.1224, -1.4825], [-1.3610, 1.2429, -1.0087], [0.7010, -3.0735, -2.4340], [-0.0561, 0.3597, 0.4535], [0.6944, -1.5037, 2.1141]], "charge": 0, "orbital_gap_ha": 0.291, "lumo_energy_ev": -0.34, "homo_energy_ev": -8.24}


Run iii
{"formula": "C5H7NS", "method": "the ωB97M-V functional and the def2-TZVPD basis", "elements": ["C", "C", "C", "C", "C", "N", "S", "H", "H", "H", "H", "H", "H", "H"], "coordinates": [[-1.3716, -0.8625, 0.0156], [2.9483, 0.3054, -0.0587], [2.4370, -0.6422, 0.5309], [-1.2721, 0.1939, -1.1531], [-0.4520, 0.8985, 1.1203], [-0.7381, -0.3222, 1.1524], [-0.6922, 1.7878, -0.3513], [-2.4709, -0.9209, 0.0964], [3.3239, 1.2082, -0.4745], [-0.8638, -1.7252, -0.4044], [2.0459, -1.5406, 0.9400], [-0.5934, -0.2300, -1.7812], [-2.2532, 0.4951, -1.5968], [-0.0479, 1.3546, 1.9644]], "charge": 0, "smiles": "C1=NCCS1.C#C", "orbital_gap_ha": 0.352, "lumo_energy_ev": 0.84, "homo_energy_ev": -8.73}


Relative energies, kcal/mol: run i 0.0; run ii 74.6; run iii 3.0.


Run i
{"formula": "C5H7NS", "method": "the ωB97M-V functional and the def2-TZVPD basis", "elements": ["C", "C", "C", "C", "C", "N", "S", "H", "H", "H", "H", "H", "H", "H"], "coordinates": [[-0.5924, -1.5512, -0.1268], [-1.9335, -1.6824, -0.1148], [-1.6072, 0.8549, 0.0224], [-1.3458, 2.1246, -0.2082], [1.4076, -0.0342, 0.2183], [0.1149, -0.4094, -0.1627], [-2.8307, -0.2406, 0.0909], [-0.0719, -2.5268, -0.0846], [-2.5954, -2.5272, -0.1715], [-2.1333, 2.8977, -0.2773], [-0.3816, 2.3833, -0.2426], [2.1116, -0.3760, -0.5704], [1.4171, 1.0806, 0.0562], [1.5842, -0.0843, 1.2185]], "charge": 0, "orbital_gap_ha": [0.267, 0.267], "lumo_energy_ev": [0.23, 0.23], "homo_energy_ev": [-7.03, -7.03]}


Run ii
{"formula": "C5H7NS", "method": "the ωB97M-V functional and the def2-TZVPD basis", "elements": ["C", "C", "C", "C", "C", "H", "H", "H", "H", "H", "H", "H", "N", "S"], "coordinates": [[1.9366, -1.2322, -0.0560], [0.8296, -0.4996, -0.4475], [0.5278, 0.7428, 0.2723], [-0.5483, 1.4637, -0.5903], [-1.8266, -0.3189, 0.6628], [1.9941, -2.1494, -0.6553], [2.5490, -1.1096, 1.1138], [0.0365, -0.7832, -1.2939], [1.1754, 1.2582, 1.0501], [-0.4050, 2.5489, -0.4996], [-0.5565, 0.8879, -1.5218], [-1.6890, -0.9498, 1.5358], [-0.9034, 0.7159, 0.6345], [-3.1202, -0.5749, -0.2047]], "charge": 0, "smiles": "C=C[C@H]1CN1C=S", "orbital_gap_ha": 0.335, "lumo_energy_ev": 0.44, "homo_energy_ev": -8.67}


Relative energies, kcal/mol: run i 11.1; run ii 0.0.


Run i
{"formula": "C2HNO3S", "method": "the ωB97M-V functional and the def2-TZVPD basis", "elements": ["C", "C", "N", "O", "O", "O", "S", "H"], "coordinates": [[0.7841, 0.9146, -1.6990], [-0.7813, -0.9317, 0.6174], [0.2411, -0.6399, 1.4820], [0.6045, 0.6249, -2.8138], [-1.0363, -1.3109, -0.4453], [0.8337, 1.4772, -0.7135], [-1.4678, -0.3321, 2.0689], [0.8219, 0.1979, 1.5033]], "charge": 0, "smiles": "O=C1NS1.O=C=O", "orbital_gap_ha": 0.345, "lumo_energy_ev": -0.20, "homo_energy_ev": -9.57}


Run ii
{"formula": "C2HNO3S", "method": "the ωB97M-V functional and the def2-TZVPD basis", "elements": ["C", "C", "N", "O", "O", "O", "S", "H"], "coordinates": [[-2.4895, -0.0672, 0.3064], [0.2128, 0.1260, -0.2165], [-3.3683, 0.6146, 0.5767], [0.0163, 1.2619, -0.4293], [2.4721, 0.1461, -0.3058], [1.2776, -0.6043, -0.0671], [-1.2729, -1.1554, -0.0707], [3.1519, -0.3217, 0.2064]], "charge": 0, "smiles": "N#CSC(=O)OO", "orbital_gap_ha": 0.372, "lumo_energy_ev": -0.28, "homo_energy_ev": -10.40}


Relative energies, kcal/mol: run i 0.0; run ii 58.5.